Entry 1:
{"formula": "C10H8Cl12O4", "method": "ωB97M-V with the def2-TZVPD basis set", "elements": ["O", "C", "C", "C", "O", "C", "O", "C", "C", "O", "H", "H", "H", "H", "Cl", "C", "Cl", "Cl", "H", "Cl", "C", "Cl", "Cl", "H", "Cl", "C", "Cl", "Cl", "H", "Cl", "C", "Cl", "Cl", "H"], "positions_angstrom": [[11.92276, 17.75668, 11.50846], [11.34586, 16.97667, 12.27188], [11.48484, 15.53051, 12.28514], [10.79100, 14.89475, 13.25158], [10.73814, 13.60375, 13.36170], [10.09880, 15.59272, 14.33909], [9.57715, 14.87368, 15.18907], [10.12633, 17.03755, 14.51544], [10.58860, 17.73531, 13.46775], [10.64962, 19.01629, 13.25060], [12.23660, 15.03278, 11.65694], [10.06011, 13.51343, 14.03376], [9.56334, 17.53803, 15.32951], [11.14730, 19.07746, 12.36719], [6.55322, 7.53315, 13.44368], [7.60710, 7.46410, 12.07819], [8.76034, 8.82257, 12.21334], [6.59526, 7.69851, 10.61595], [8.19904, 6.63195, 12.06919], [4.55677, 15.30957, 12.14339], [6.02628, 15.78810, 12.99860], [5.66262, 17.03500, 14.15710], [7.30905, 16.25066, 11.91407], [6.44813, 14.95984, 13.58951], [5.52260, 8.13127, 7.37484], [5.79771, 9.88219, 7.39742], [5.60026, 10.53609, 5.73969], [7.24700, 10.40129, 8.14627], [4.95976, 10.24597, 7.98333], [6.88815, 11.44849, 14.47360], [6.46294, 11.41356, 12.80286], [7.24029, 12.79296, 12.08418], [4.68686, 11.53238, 12.64444], [6.85029, 10.53098, 12.27596]], "mulliken_charge": [-0.67, 0.98, -0.93, 0.19, -0.56, 1.23, -0.69, -0.88, 0.33, -0.60, 0.41, 0.39, 0.37, 0.45, -0.08, -0.08, -0.12, -0.05, 0.37, -0.11, 0.27, -0.14, -0.11, 0.07, -0.14, 0.08, -0.14, -0.07, 0.27, -0.11, 0.58, -0.08, -0.13, -0.28], "energy_ev": -168957.31667, "relative_energy_ev": 0.137, "smiles": "O=C1C=C(O)C(=O)C=C1O.ClC(Cl)Cl.ClC(Cl)Cl.ClC(Cl)Cl.ClC(Cl)Cl"}


Entry 2:
{"formula": "C10H8F2N3", "method": "ωB97M-V with the def2-TZVPD basis set", "elements": ["C", "N", "N", "C", "C", "C", "N", "C", "C", "C", "F", "F", "C", "C", "C", "H", "H", "H", "H", "H", "H", "H", "H"], "positions_angstrom": [[-0.79029, 2.79948, -0.02254], [-0.07938, 1.58647, -0.17967], [1.22903, 1.58473, -0.29346], [1.54982, 0.22898, -0.23343], [2.85924, -0.14109, -0.38212], [4.33815, 0.00313, -0.06586], [3.87064, -1.16410, -0.22406], [0.38796, -0.57468, -0.16198], [-0.63131, 0.39301, -0.04535], [-2.04723, -0.17386, -0.12974], [-2.72835, 0.35810, -1.15050], [-2.76923, 0.04172, 1.02427], [-1.70490, -1.67254, -0.31882], [-1.09833, -2.14051, 0.89647], [-0.16932, -1.88898, -0.28523], [-0.94620, 3.08843, 1.07364], [-0.19053, 3.62790, -0.42414], [-1.81960, 2.71546, -0.40543], [5.13926, 0.63591, -0.12021], [-2.28942, -2.21842, -0.87751], [-1.22036, -3.07247, 1.35022], [-1.19257, -1.37088, 1.76692], [0.30291, -2.64578, -0.79147]], "mulliken_charge": [-0.79, 0.79, -0.91, -0.02, 0.28, -0.06, -0.39, 1.13, -0.79, 1.19, -0.28, -0.29, -0.69, -0.57, -0.61, 0.32, 0.32, 0.30, 0.38, 0.61, 0.36, 0.17, 0.57], "energy_ev": -20392.21974, "relative_energy_ev": 0.215, "total_charge": 1, "smiles": "C[N+]1=N/C(=C2C=N\\2)C2=C1C(F)(F)[C@@H]1C[C@H]21"}


Entry 3:
{"formula": "C10H8F6IrNO5S2SbSe4", "method": "ωB97M-V with the def2-TZVPD basis set", "elements": ["Ir", "F", "C", "F", "F", "S", "O", "O", "N", "S", "O", "O", "C", "F", "F", "F", "C", "C", "O", "C", "C", "C", "C", "C", "C", "H", "H", "H", "H", "H", "H", "H", "H", "Se", "Sb", "Se", "Se", "Se"], "positions_angstrom": [[-0.40208, 2.14888, -0.04557], [-5.18596, 1.39853, 0.95080], [-4.50544, 2.53173, 1.09203], [-4.77620, 3.04306, 2.28770], [-4.91132, 3.39313, 0.15952], [-2.69147, 2.15516, 0.96769], [-2.49709, 1.34880, -0.20911], [-2.01891, 3.42790, 0.92274], [-2.52446, 1.36467, 2.29243], [-1.27554, 0.44632, 2.47516], [-0.08598, 0.98583, 1.85485], [-1.13342, -0.05514, 3.78492], [-1.67108, -1.06294, 1.42795], [-1.36802, -0.93365, 0.13520], [-2.96840, -1.33757, 1.51617], [-0.98321, -2.10965, 1.87931], [0.03381, -0.93772, -2.81774], [0.76616, -0.45379, -1.60967], [0.93179, 0.79528, -1.45535], [1.33761, -1.37946, -0.65707], [2.06236, -0.88689, 0.43986], [2.67001, -1.74908, 1.32676], [2.52835, -3.11818, 1.15516], [1.78681, -3.62209, 0.09528], [1.19594, -2.76499, -0.80613], [-0.20783, -0.09615, -3.46469], [-0.88702, -1.44564, -2.52943], [0.65877, -1.63536, -3.37375], [2.13442, 0.18226, 0.58338], [3.25876, -1.36791, 2.14796], [2.99967, -3.79718, 1.84711], [1.68778, -4.68849, -0.03615], [0.62211, -3.15310, -1.62979], [4.02876, 4.61356, -2.89001], [3.01176, 2.49344, -2.07620], [1.06367, 3.60491, -0.78409], [2.61126, 1.34239, -4.20793], [4.70360, 1.31915, -0.74931]], "mulliken_spin": [-0.48, 0.00, 0.00, 0.00, 0.00, 0.02, 0.00, -0.01, 0.00, 0.01, -0.02, -0.01, 0.00, 0.00, 0.00, 0.00, 0.03, -0.03, -0.04, 0.00, 0.02, 0.00, 0.00, 0.00, 0.00, 0.00, 0.00, -0.01, -0.01, 0.00, 0.00, 0.00, 0.00, 0.93, -0.10, 0.40, 0.14, 0.19], "multiplicity": 2, "s_squared": 1.18, "energy_ev": -330959.00042}


Entry 4:
{"formula": "C10H8O2", "method": "ωB97M-V with the def2-TZVPD basis set", "elements": ["C", "C", "C", "C", "C", "C", "C", "C", "C", "C", "H", "H", "H", "H", "H", "H", "H", "H", "O", "O"], "positions_angstrom": [[-0.18994, -1.43051, 1.88635], [-1.33427, -0.75828, 1.56146], [-1.53405, 0.01600, 0.48976], [-0.43739, 0.30017, -0.31746], [-0.54866, 1.24301, -1.37593], [0.54763, 1.41396, -2.19533], [1.73379, 0.73481, -1.79470], [1.90740, -0.18900, -0.85090], [0.77553, -0.63962, -0.20861], [0.79005, -1.53169, 0.80932], [-0.61580, -1.01653, 4.03544], [-2.18261, -0.84293, 2.24812], [-2.62816, 0.52171, 0.70390], [-2.11492, 2.19125, -0.61113], [0.53646, 1.54479, -3.51895], [2.31555, 0.87934, -2.82270], [2.80780, -0.62143, -0.62846], [1.78260, -1.90048, 1.02241], [-0.03463, -1.83719, 3.33322], [-1.57639, 1.92264, -1.76583]], "mulliken_charge": [0.52, -0.54, -0.62, 0.56, 0.67, -0.39, -0.15, -0.99, 0.77, -0.72, 0.38, 0.35, -0.04, 0.40, 0.13, 0.13, 0.45, 0.33, -0.60, -0.63], "energy_ev": -14587.59254, "relative_energy_ev": 7.447}


Entry 5:
{"formula": "C10H9AuF8NO4PSe", "method": "ωB97M-V with the def2-TZVPD basis set", "elements": ["Au", "F", "C", "F", "F", "F", "C", "C", "F", "C", "F", "C", "Se", "C", "F", "C", "F", "O", "N", "C", "O", "P", "O", "C", "O", "C", "H", "H", "H", "H", "H", "H", "H", "H", "H"], "positions_angstrom": [[0.55294, 0.99113, 0.76352], [-0.93441, 2.68746, 2.33769], [-1.24360, 1.77476, 1.40567], [-2.03720, 0.85195, 1.96593], [-1.93833, 2.37131, 0.43547], [0.42580, -6.19783, -6.15741], [0.26856, -5.64190, -5.00215], [0.90743, -6.20158, -3.87774], [1.64967, -7.26847, -4.02339], [0.73743, -5.59943, -2.66008], [1.31892, -6.07878, -1.57978], [-0.05790, -4.43093, -2.53007], [-0.34757, -3.70833, -0.88218], [-0.67331, -3.88465, -3.68258], [-1.39453, -2.78590, -3.54286], [-0.52850, -4.48037, -4.90442], [-1.09815, -4.00032, -5.97937], [-0.29676, -0.71119, -1.38049], [-0.77540, 0.10423, -0.78844], [3.88839, 0.57181, 2.47165], [3.93143, 0.54204, 1.01970], [2.70573, 0.14110, 0.12491], [3.17818, 0.52758, -1.32363], [3.47427, 1.90792, -1.67769], [2.60695, -1.43620, 0.05420], [3.80108, -2.24646, -0.15989], [4.90331, 0.77473, 2.79445], [3.55664, -0.38939, 2.86017], [3.23048, 1.37377, 2.80414], [2.59145, 2.52966, -1.52655], [3.74376, 1.89577, -2.72746], [4.30590, 2.26902, -1.07832], [3.54270, -3.25581, 0.14338], [4.62135, -1.87899, 0.45169], [4.07641, -2.21105, -1.21093]], "mulliken_spin": [0.00, 0.00, 0.00, 0.00, 0.00, 0.04, 0.20, 0.01, 0.00, 0.01, 0.00, 0.22, 1.50, -0.02, 0.00, 0.02, 0.00, 0.01, 0.00, 0.00, 0.00, 0.00, 0.00, 0.00, 0.00, 0.00, 0.00, 0.00, 0.00, 0.00, 0.00, 0.00, 0.00, 0.00, 0.00], "multiplicity": 3, "s_squared": 2.03, "energy_ev": -120241.48009, "total_charge": 2}


no.,molecular weight (Da)
1,617.606
2,208.191
3,1030.115
4,160.172
5,666.070